No. 1
{
  "formula": "CH15N2O5",
  "method": "ωB97M-V/def2-TZVPD",
  "charge": 1,
  "lumo_energy_ev": -2.66,
  "e_above_lowest_kcal_mol": 47.5,
  "symbols": ["N", "C", "N", "H", "H", "H", "H", "H", "H", "H", "O", "H", "H", "O", "H", "H", "O", "H", "H", "O", "H", "H", "O"],
  "coordinates": [[-0.241, 0.451, 1.904], [0.146, -0.791, 2.031], [0.449, -1.613, 1.018], [-0.361, 1.001, 0.930], [-0.845, 0.770, 2.722], [0.082, -1.326, 3.049], [0.784, -2.582, 1.123], [0.533, -1.289, 0.109], [-0.940, 2.597, -0.980], [-1.115, 3.217, 0.473], [-0.531, 2.642, 0.042], [3.580, 1.606, 2.494], [3.180, 0.293, 2.847], [2.859, 0.967, 2.385], [-0.673, -0.181, -2.639], [0.971, -0.390, -2.752], [0.149, -0.690, -2.327], [-1.665, -4.143, -1.525], [-0.645, -2.915, -1.786], [-1.085, -3.568, -1.065], [-1.013, 2.257, -3.511], [-2.540, 2.289, -2.993], [-1.599, 2.109, -2.810]]
}

No. 2
{
  "formula": "C4H7CsO",
  "method": "ωB97M-V/def2-TZVPD",
  "charge": 1,
  "lumo_energy_ev": [-3.70, -3.73],
  "s2": 0.7555,
  "spin_multiplicity": 2,
  "e_above_lowest_kcal_mol": 44.6,
  "symbols": ["C", "C", "C", "O", "Cs", "H", "H", "H", "H", "C", "H", "H", "H"],
  "coordinates": [[0.114, 1.122, -1.016], [-0.758, 0.244, -0.145], [-0.627, -1.228, -0.305], [-0.611, -2.002, 0.688], [0.447, -2.530, 4.288], [0.352, 0.685, -1.994], [-1.192, 0.630, 0.782], [-0.278, 2.149, -1.070], [-0.085, -1.601, -1.201], [1.203, 0.954, -0.012], [2.077, 0.343, -0.242], [1.168, 1.471, 0.949], [-1.809, -0.238, -0.722]]
}

No. 3
{
  "formula": "C26H52B3NO5",
  "method": "ωB97M-V/def2-TZVPD",
  "charge": 0,
  "lumo_energy_ev": 0.51,
  "symbols": ["C", "B", "O", "B", "C", "C", "C", "C", "C", "C", "C", "C", "O", "B", "O", "C", "C", "N", "C", "C", "C", "O", "O", "H", "H", "H", "H", "H", "H", "H", "H", "H", "H", "H", "H", "H", "H", "H", "H", "H", "H", "H", "H", "H", "H", "H", "H", "C", "C", "C", "C", "C", "C", "H", "H", "H", "H", "H", "H", "H", "H", "H", "H", "H", "H", "H", "H", "C", "C", "C", "C", "C", "C", "H", "H", "H", "H", "H", "H", "H", "H", "H", "H", "H", "H", "H", "H"],
  "coordinates": [[2.465, 0.522, 1.572], [1.325, 0.579, 0.439], [1.754, 0.192, -0.881], [0.692, -0.376, -1.607], [0.799, -1.723, -2.490], [1.877, -2.643, -1.837], [3.011, -3.156, -2.600], [4.004, -3.989, -1.917], [3.867, -4.294, -0.482], [4.937, -5.146, 0.289], [2.715, -3.808, 0.279], [1.731, -2.986, -0.431], [-0.589, 0.254, -1.525], [-0.901, 0.229, -0.147], [-1.930, -0.481, 0.459], [-3.098, -0.630, -0.377], [-3.434, -2.173, -0.601], [-3.053, -3.017, 0.545], [-1.778, -3.739, 0.344], [-2.133, -5.283, 0.119], [-0.910, -6.130, 0.664], [-2.236, -5.570, -1.293], [-0.019, 0.974, 0.702], [2.050, -0.053, 2.442], [2.736, 1.576, 1.854], [3.416, 0.060, 1.186], [1.031, -1.443, -3.552], [-0.211, -2.209, -2.480], [3.096, -2.888, -3.680], [4.871, -4.387, -2.490], [5.025, -6.192, -0.088], [4.702, -5.073, 1.379], [5.927, -4.627, 0.144], [2.639, -4.056, 1.360], [0.841, -2.611, 0.126], [-3.083, -0.041, -1.327], [-3.968, -0.228, 0.223], [-4.557, -2.256, -0.698], [-3.009, -2.583, -1.549], [-3.072, -2.506, 1.426], [-1.256, -3.424, -0.610], [-1.032, -3.597, 1.168], [-3.098, -5.511, 0.630], [-1.114, -7.225, 0.514], [0.033, -5.871, 0.102], [-0.767, -5.965, 1.770], [-1.307, -5.579, -1.595], [2.393, 3.402, -1.776], [3.853, 2.971, -1.697], [4.818, 4.144, -1.527], [4.829, 5.148, -2.683], [5.156, 4.555, -4.054], [6.552, 3.947, -4.128], [2.207, 4.043, -2.640], [1.748, 2.527, -1.869], [2.098, 3.945, -0.874], [4.111, 2.385, -2.583], [3.970, 2.298, -0.841], [5.829, 3.749, -1.378], [4.569, 4.681, -0.605], [5.558, 5.933, -2.452], [3.858, 5.649, -2.739], [5.081, 5.351, -4.801], [4.412, 3.803, -4.332], [7.314, 4.696, -3.903], [6.743, 3.563, -5.133], [6.668, 3.115, -3.431], [-7.547, 1.585, 4.483], [-6.124, 2.021, 4.815], [-5.729, 3.342, 4.154], [-5.725, 3.325, 2.623], [-4.816, 2.272, 1.989], [-3.342, 2.470, 2.323], [-7.677, 1.411, 3.413], [-7.787, 0.654, 5.001], [-8.269, 2.342, 4.800], [-5.423, 1.228, 4.539], [-6.040, 2.137, 5.900], [-4.740, 3.635, 4.518], [-6.416, 4.127, 4.489], [-5.423, 4.316, 2.267], [-6.746, 3.175, 2.257], [-4.937, 2.321, 0.902], [-5.129, 1.267, 2.287], [-2.995, 3.450, 1.987], [-2.736, 1.709, 1.826], [-3.156, 2.388, 3.395]]
}

No. 4
{
  "formula": "H8O4",
  "method": "ωB97M-V/def2-TZVPD",
  "charge": -1,
  "lumo_energy_ev": [3.39, 3.42],
  "s2": 0.7503,
  "spin_multiplicity": 2,
  "e_above_lowest_kcal_mol": 14.6,
  "symbols": ["O", "H", "H", "O", "H", "H", "O", "H", "H", "O", "H", "H"],
  "coordinates": [[0.041, -1.936, -2.210], [0.644, -1.698, -2.915], [0.167, -2.877, -2.094], [-2.950, 1.258, 1.283], [-2.728, 0.384, 1.604], [-3.761, 1.482, 1.739], [2.894, 0.998, 0.969], [2.073, 0.781, 0.526], [2.827, 1.935, 1.152], [0.497, 0.163, 0.139], [-0.229, -0.300, 0.557], [0.525, -0.189, -0.751]]
}